No. 1
This record from the OMol25 dataset describes a 2-piece molecular cluster, C5H12O overall in a non-equilibrium geometry. The level of theory is wB97M-V/def2-TZVPD.

Results
SMILES string = C/C=C/CC.O
spin multiplicity = 1
LUMO level = 0.851 eV
ΔE to the lowest compared entry with this formula, charge and spin = 34.2 kcal per mole
HOMO-LUMO gap = 9.81 eV

```
18
C5H12O (wB97M-V/def2-TZVPD)
C -0.239 2.693 -2.184
C 0.038 1.251 -1.963
C 0.012 0.656 -0.781
C 0.484 -0.766 -0.594
C 0.561 -1.480 0.730
H -1.060 3.127 -1.576
H -0.635 2.915 -3.165
H 0.720 3.206 -2.049
H 0.426 0.653 -2.827
H -0.246 1.280 0.086
H -0.190 -1.317 -1.284
H 1.394 -0.962 -1.169
H -0.429 -1.891 0.999
H 0.764 -0.863 1.597
H 1.130 -2.428 0.783
O -0.724 -1.881 4.757
H -0.719 -2.803 4.499
H -1.287 -1.388 4.140
```


No. 2
This record from the OMol25 dataset describes C28H39Cl2N4O4Pd as an isolated structure in a non-equilibrium geometry. The level of theory is wB97M-V/def2-TZVPD.

Results
spin multiplicity = 3
charge = -1
expectation value of S² = 2.023
LUMO level (alpha / beta) = 2.309 / 2.308 eV
HOMO-LUMO gap (alpha / beta) = 4.85 / 5.24 eV

```
78
C28H39Cl2N4O4Pd (wB97M-V/def2-TZVPD)
O 2.961 1.440 -2.075
C 2.161 1.765 -2.937
C 1.375 3.068 -2.952
C 0.804 3.684 -1.816
H 0.451 3.078 -0.976
C 0.729 5.074 -1.785
H 0.410 5.558 -0.851
C 1.108 5.816 -2.920
H 1.095 6.911 -2.884
C 1.488 5.166 -4.117
H 1.774 5.719 -5.022
C 1.564 3.776 -4.143
H 1.878 3.193 -5.019
H 1.649 1.099 -3.815
C 0.044 -0.528 -4.310
C -0.650 0.398 -3.287
H -0.010 -0.077 -5.334
H -0.623 -1.416 -4.188
H 1.092 -0.826 -4.106
C -1.399 1.545 -3.586
C -2.382 1.480 -4.695
H -1.286 2.397 -2.933
H -2.331 2.306 -5.426
H -3.358 1.556 -4.212
H -2.203 0.520 -5.202
Pd -1.348 -0.250 -1.596
Cl -1.914 1.782 -0.412
Cl -3.264 -1.237 -2.587
C -2.870 -1.212 0.656
O -1.654 -1.434 0.427
N -3.731 -2.035 1.308
C -3.357 -3.387 1.697
C -5.147 -1.705 1.511
H -3.311 -0.271 0.284
H -2.304 -3.571 1.444
H -4.010 -4.093 1.169
H -3.523 -3.508 2.774
H -5.348 -0.744 1.024
H -5.391 -1.638 2.577
H -5.786 -2.486 1.086
H 1.686 -5.178 -1.676
H 4.119 -3.934 -1.234
C 1.659 -4.410 -2.462
C 3.757 -3.194 -1.962
N 2.308 -3.189 -2.016
H 0.619 -4.210 -2.723
C 1.563 -2.141 -1.630
O 0.321 -2.156 -1.684
H 4.075 -2.187 -1.658
H 2.130 -1.260 -1.283
H 2.195 -4.807 -3.335
H 4.179 -3.445 -2.945
C 1.430 0.535 5.441
N 1.843 0.408 4.061
N 0.972 0.053 3.111
C 1.563 0.197 1.833
O 0.967 0.096 0.767
C 2.936 0.569 2.157
C 3.032 0.753 3.517
C 4.131 1.260 4.356
C -0.357 -0.329 3.434
C -1.408 0.546 3.186
C -2.656 0.282 3.734
C -2.855 -0.893 4.477
C -1.809 -1.811 4.629
C -0.553 -1.537 4.112
H 0.538 1.173 5.546
H 2.263 0.997 5.982
H 1.213 -0.442 5.894
H 3.672 0.780 1.414
H 3.862 2.165 4.910
H 4.450 0.491 5.068
H 4.968 1.515 3.703
H -1.214 1.417 2.561
H -3.464 1.009 3.593
H -3.835 -1.082 4.950
H -1.974 -2.747 5.181
H 0.289 -2.215 4.221
```


No. 3
This record from the OMol25 dataset describes C36H96F2O12Zn as an isolated structure in a non-equilibrium geometry. The level of theory is wB97M-V/def2-TZVPD.

Results
spin multiplicity = 1
LUMO level = 0.684 eV
ΔE to the lowest compared entry with this formula, charge and spin = 0.0 kcal per mole
HOMO-LUMO gap = 10.08 eV

```
147
C36H96F2O12Zn (wB97M-V/def2-TZVPD)
Zn -0.250 -0.369 0.482
F 0.605 -1.797 -0.708
F -1.116 1.041 1.695
C 0.203 -5.506 0.776
C -0.799 -5.421 -0.334
C -2.216 -6.118 -0.244
O -1.052 -4.024 -0.503
H -0.304 -5.241 1.704
H 0.972 -4.755 0.596
H 0.712 -6.468 0.835
H -0.306 -5.798 -1.231
H -2.609 -5.879 -1.232
H -2.873 -5.736 0.537
H -2.015 -7.184 -0.138
H -0.242 -3.562 -0.732
C 5.440 -1.338 -0.272
C 4.194 -2.088 -0.889
C 3.971 -3.284 -0.057
O 3.230 -1.097 -0.716
H 5.539 -0.305 -0.607
H 6.342 -1.848 -0.611
H 5.429 -1.380 0.817
H 4.303 -2.345 -1.943
H 3.135 -3.916 -0.357
H 3.893 -3.105 1.015
H 4.813 -3.969 -0.162
H 2.373 -1.506 -0.856
C 2.690 2.110 1.833
C 1.931 2.083 0.527
C 2.887 2.346 -0.675
O 1.526 0.732 0.333
H 3.022 3.116 2.094
H 3.628 1.556 1.783
H 2.143 1.648 2.655
H 1.038 2.701 0.621
H 2.393 2.167 -1.630
H 3.821 1.784 -0.692
H 3.139 3.405 -0.619
H 2.276 0.190 0.077
C -4.802 1.405 0.352
C -4.441 2.280 1.536
C -5.672 2.901 2.229
O -3.774 1.541 2.491
H -5.355 1.986 -0.386
H -5.427 0.566 0.658
H -3.868 1.013 -0.052
H -3.797 3.091 1.196
H -6.425 2.204 2.597
H -6.304 3.419 1.508
H -5.448 3.550 3.076
H -2.888 1.413 2.145
C -1.203 6.093 1.522
C -0.988 4.675 2.014
C -1.826 4.335 3.244
O -1.427 3.842 0.911
H -0.924 6.787 2.315
H -2.244 6.237 1.232
H -0.556 6.242 0.658
H 0.055 4.453 2.240
H -1.606 5.000 4.078
H -1.794 3.299 3.582
H -2.890 4.536 3.119
H -1.234 2.968 1.257
C -1.685 0.996 6.211
C -0.510 0.979 5.248
C 0.703 0.500 6.014
O -0.693 0.071 4.235
H -1.934 0.018 6.623
H -2.584 1.268 5.658
H -1.605 1.673 7.061
H -0.318 1.997 4.910
H 0.593 -0.496 6.443
H 0.908 1.063 6.925
H 1.617 0.509 5.420
H -1.093 0.497 3.473
C -4.173 -2.255 0.431
C -3.063 -1.826 1.305
C -2.728 -2.753 2.445
O -1.889 -1.652 0.590
H -4.630 -1.494 -0.202
H -5.020 -2.578 1.036
H -3.811 -3.040 -0.232
H -3.332 -0.845 1.696
H -2.494 -3.761 2.105
H -3.535 -2.770 3.179
H -1.881 -2.297 2.957
H -1.697 -2.534 0.263
C 1.928 -4.762 -3.135
C 1.770 -3.566 -4.009
C 1.647 -4.062 -5.466
O 0.604 -2.785 -3.733
H 1.089 -5.458 -3.155
H 2.048 -4.383 -2.120
H 2.819 -5.355 -3.341
H 2.627 -2.937 -3.768
H 0.881 -4.826 -5.600
H 2.599 -4.519 -5.736
H 1.465 -3.197 -6.105
H 0.625 -2.523 -2.809
C -2.975 0.243 -2.858
C -1.523 -0.039 -2.433
C -0.511 0.424 -3.496
O -1.190 0.544 -1.201
H -3.708 -0.136 -2.146
H -3.193 -0.219 -3.821
H -3.247 1.296 -2.926
H -1.382 -1.120 -2.408
H 0.543 0.420 -3.218
H -0.781 1.409 -3.875
H -0.487 -0.274 -4.334
H -1.307 1.472 -1.417
C 3.319 0.004 -4.055
C 3.708 1.273 -4.797
C 2.556 2.271 -5.110
O 4.709 1.919 -3.997
H 2.573 -0.553 -4.621
H 2.864 0.346 -3.125
H 4.118 -0.696 -3.809
H 4.135 1.044 -5.773
H 2.949 3.138 -5.640
H 2.047 2.585 -4.198
H 1.858 1.695 -5.717
H 4.653 2.845 -4.244
C 2.748 -1.434 2.927
C 1.512 -2.251 2.521
C 1.016 -3.059 3.736
O 0.495 -1.283 2.259
H 3.613 -2.096 2.879
H 2.583 -1.037 3.929
H 2.943 -0.586 2.271
H 1.632 -2.780 1.575
H 1.029 -2.558 4.704
H 1.699 -3.893 3.902
H 0.050 -3.557 3.654
H 0.219 -0.969 3.124
C -1.889 5.687 -2.697
C -1.148 4.401 -2.809
C 0.286 4.606 -2.458
O -1.617 3.538 -1.843
H -2.902 5.539 -3.072
H -1.435 6.485 -3.284
H -1.898 6.018 -1.659
H -1.240 3.944 -3.794
H 0.637 5.180 -3.315
H 0.805 3.651 -2.372
H 0.530 5.047 -1.491
H -1.671 3.947 -0.976
```


- Number 3 is which compound?
  C36H96F2O12Zn


- Which of these has the highest spin multiplicity?
  C28H39Cl2N4O4Pd